(1)
Formula: C7H15NO4PS
Source: the Open Molecules 2025 dataset
Level of theory: ωB97M-V/def2-TZVPD

Kohn-Sham gap   8.58 eV
HOMO energy   -0.4803 hartree

```
! wB97M-V def2-TZVPD RIJCOSX def2/J DEFGRID3
* xyz 1 1
O 3.41 -0.96 0.31
P 2.35 -0.82 -0.69
O 1.15 -1.84 -0.60
O 2.71 -0.93 -2.22
C 1.70 0.89 -0.51
N 1.98 1.38 0.84
C 1.47 2.56 1.07
S 0.49 3.17 -0.14
C 0.29 1.41 -0.84
C -0.97 0.86 -0.17
C -1.68 -0.26 -0.94
C -2.63 -1.10 -0.07
C -2.08 -1.70 1.22
O -2.50 -0.94 2.35
H 1.35 -2.52 0.06
H 3.49 -0.41 -2.48
H 2.38 1.46 -1.16
H 2.60 0.88 1.46
H 1.70 3.09 1.99
H 0.15 1.53 -1.92
H -1.66 1.71 -0.13
H -0.77 0.60 0.87
H -2.30 0.21 -1.70
H -0.97 -0.89 -1.47
H -3.01 -1.90 -0.70
H -3.49 -0.48 0.21
H -0.99 -1.73 1.19
H -2.45 -2.71 1.35
H -1.74 -0.58 2.82
*
```

---

(2)
Formula: C7H15NSi
Source: the Open Molecules 2025 dataset
Level of theory: ωB97M-V/def2-TZVPD

ΔE to the lowest compared entry with this formula, charge and spin   32.9 kcal/mol
Kohn-Sham gap   10.28 eV
HOMO energy   -0.3693 hartree

```
! wB97M-V def2-TZVPD RIJCOSX def2/J DEFGRID3
* xyz 0 1
C -1.07 -1.77 -1.93
C 0.42 -1.67 1.08
C 0.35 0.86 1.72
C -1.71 -0.33 1.22
C 2.14 0.28 -1.42
C -0.60 1.81 -1.63
C -0.20 -0.28 0.88
N -1.51 -2.56 -2.61
Si 0.30 0.32 -0.93
H 1.51 -1.64 1.12
H 0.24 -2.05 2.11
H -0.03 -2.36 0.32
H 1.35 1.23 1.32
H 0.37 0.60 2.74
H -0.46 1.64 1.57
H -2.16 0.59 1.03
H -2.27 -1.20 0.85
H -1.65 -0.30 2.35
H 2.23 0.38 -2.45
H 2.68 1.08 -0.83
H 2.46 -0.59 -1.02
H -1.40 1.30 -2.18
H -0.99 2.37 -0.87
H -0.01 2.26 -2.43
*
```